[1]
Below is a cluster of 3 separate species, C4H13NO2 in total, with properties calculated with wB97M-V/def2-TZVPD.

The geometry in ORCA input format:
```
! RIJCOSX wB97M-V def2-TZVPD def2/J DEFGRID3
* xyz 0 1
C -0.662 0.087 -1.130
C -0.291 0.843 0.144
C 1.219 1.161 -0.031
N 1.630 0.457 -1.250
C 0.642 -0.591 -1.530
H -1.476 -0.605 -0.969
H -0.948 0.792 -1.909
H -0.851 1.764 0.234
H -0.432 0.301 1.064
H 1.873 0.870 0.788
H 1.324 2.237 -0.148
H 2.565 0.072 -1.200
H 0.653 -0.792 -2.596
H 0.805 -1.508 -0.944
O 1.484 -1.394 2.888
H 1.631 -0.717 2.221
H 2.338 -1.845 2.987
O -3.465 -0.263 0.636
H -4.068 -0.991 0.851
H -3.972 0.121 -0.105
*
```

Calculated values
maximum force = 1.3 eV/Å
SMILES = C1CCNC1.O.O
orbital gap = 9.276 eV
E_HOMO = -0.313 hartree

---

[2]
Below is a cluster of 2 separate species, C4H13NO2 in total, with properties calculated with wB97M-V/def2-TZVPD.

The geometry in ORCA input format:
```
! RIJCOSX wB97M-V def2-TZVPD def2/J DEFGRID3
* xyz 0 1
C -0.815 0.043 -1.621
C 0.094 0.240 -0.425
O 0.713 -0.974 -0.196
C -0.528 0.730 0.939
C -1.735 -0.224 1.077
N 0.483 0.701 2.018
H -0.330 0.335 -2.617
H -1.548 0.851 -1.440
H -1.422 -0.932 -1.643
H 0.905 0.978 -0.820
H 0.936 -1.173 0.759
H -0.879 1.766 0.786
H -1.704 -0.974 0.320
H -2.635 0.380 0.916
H -1.854 -0.568 2.122
H 1.028 -0.123 2.274
H 1.002 1.512 2.029
O 2.896 -1.198 -1.643
H 3.118 -0.351 -1.939
H 2.276 -1.021 -0.898
*
```

Calculated values
maximum force = 3.2 eV/Å
SMILES = C[C@H](O)[C@@H](C)N.O
orbital gap = 10.145 eV
E_HOMO = -0.347 hartree

---

[3]
Below is a cluster of 3 separate species, C4H13NO2 in total, with properties calculated with wB97M-V/def2-TZVPD.

The geometry in ORCA input format:
```
! RIJCOSX wB97M-V def2-TZVPD def2/J DEFGRID3
* xyz 0 1
C -0.837 0.555 0.585
C 0.377 -0.304 0.168
C 0.366 -1.621 0.210
C 1.552 -2.443 0.063
N -0.825 -2.274 0.422
H -1.765 0.123 0.443
H -0.750 0.783 1.563
H -0.835 1.318 -0.205
H 1.080 0.317 -0.192
H 1.465 -3.134 -0.656
H 1.630 -3.046 0.986
H 2.437 -1.889 0.021
H -0.924 -3.154 -0.083
H -1.745 -1.936 0.572
O -0.930 -0.883 -2.645
H -0.359 -0.782 -3.326
H -1.490 -0.038 -2.655
O 0.786 6.376 1.822
H 0.925 5.495 1.228
H -0.156 6.538 1.679
*
```

Calculated values
maximum force = 5.5 eV/Å
SMILES = C/C=C(/C)N.O.O
orbital gap = 8.035 eV
E_HOMO = -0.273 hartree

---

[4]
Below is a cluster of 2 separate species, C4H13NO2 in total, with properties calculated with wB97M-V/def2-TZVPD.

The geometry in ORCA input format:
```
! RIJCOSX wB97M-V def2-TZVPD def2/J DEFGRID3
* xyz 0 1
C -3.140 -0.703 0.211
C -2.063 -1.770 0.163
N -0.950 -1.405 -0.705
C -0.195 -0.213 -0.313
C 0.222 -0.146 1.149
O 0.949 1.075 1.297
H -3.541 -0.500 -0.770
H -2.747 0.231 0.625
H -3.955 -0.949 0.879
H -2.505 -2.709 -0.202
H -1.763 -2.042 1.181
H -0.329 -2.213 -0.727
H -0.812 0.666 -0.509
H 0.727 -0.221 -0.899
H -0.647 -0.148 1.826
H 0.841 -0.989 1.476
H 1.175 1.188 2.227
O 4.276 2.523 -1.551
H 4.970 2.828 -0.957
H 4.666 2.679 -2.420
*
```

Calculated values
maximum force = 0.8 eV/Å
SMILES = CCNCCO.O
orbital gap = 9.607 eV
E_HOMO = -0.321 hartree